A molecular structure, C19H20BF5N6NdO2S. Source: OMol25; level of theory: wB97M-V/def2-TZVPD.

The net charge is +1. The calculation puts the electronic energy at -73437.0737 eV. As for the expectation value of S²: 3.75. The energy above the lowest of the compared OMol25 structures with the same formula, charge and spin is 0.0 kcal/mol. The multiplicity is 4. As for the LUMO energy (alpha / beta): -2.3 / -2.3 eV.

Each line ends with the natural charge from an NBO analysis.
CARTESIAN COORDINATES (ANGSTROEM)
Nd 0.298 0.440 0.127  1.88
C 1.713 -3.870 -0.259  -0.34
C 0.849 -2.953 0.323  0.00
N 1.267 -1.702 0.092  -0.45
N 2.407 -1.802 -0.635  -0.30
C 2.688 -3.090 -0.857  0.03
B 3.256 -0.577 -1.090  0.53
N 2.487 0.246 -2.164  -0.31
C 2.862 0.412 -3.440  0.02
C 2.045 1.361 -4.025  -0.33
C 1.167 1.727 -3.011  -0.01
N 1.434 1.055 -1.888  -0.43
N 3.529 0.342 0.116  -0.31
C 4.715 0.619 0.679  0.03
C 4.518 1.527 1.700  -0.33
C 3.145 1.751 1.706  0.02
N 2.552 1.043 0.742  -0.43
H 1.640 -4.943 -0.250  0.25
H -0.037 -3.136 0.913  0.23
H 3.568 -3.384 -1.405  0.24
H 4.278 -0.969 -1.557  -0.01
H 3.696 -0.135 -3.849  0.24
H 2.074 1.733 -5.034  0.25
H 0.386 2.471 -3.031  0.22
H 5.622 0.160 0.324  0.24
H 5.258 1.954 2.353  0.25
H 2.563 2.385 2.357  0.23
C -1.676 -1.921 -1.874  -0.25
O -1.154 -0.590 -1.783  -0.58
C -2.035 0.399 -2.328  -0.09
C -2.710 1.197 -1.230  -0.09
O -1.689 1.844 -0.461  -0.60
C -2.233 2.846 0.416  -0.25
H -1.941 -2.146 -2.907  0.20
H -2.551 -2.048 -1.232  0.19
H -0.887 -2.597 -1.557  0.21
H -2.788 -0.069 -2.961  0.22
H -1.428 1.068 -2.938  0.21
H -3.313 0.550 -0.586  0.20
H -3.361 1.952 -1.676  0.21
H -2.837 3.551 -0.158  0.20
H -1.402 3.370 0.876  0.22
H -2.845 2.387 1.194  0.20
F -5.322 -1.453 3.931  -0.27
C -4.172 -0.860 3.654  0.26
C -3.531 -1.096 2.454  0.31
F -4.049 -1.920 1.540  -0.29
C -2.335 -0.458 2.204  0.25
F -1.728 -0.718 0.992  -0.34
C -1.713 0.433 3.066  -0.26
S -0.224 1.240 2.703  -0.32
C -2.393 0.643 4.274  0.33
F -1.877 1.477 5.166  -0.28
C -3.589 0.015 4.565  0.29
F -4.199 0.245 5.718  -0.27